The following is a quantum chemistry calculation of a molecular structure, C34H34N3O8P2PdS, from the OMol25 dataset.

```
83
Properties=species:S:1:pos:R:3:lowdin_spin:R:1
Pd 0.018 -0.413 -1.625 1.40
O -2.453 -3.004 -3.797 0.01
P -2.104 -2.246 -2.457 0.04
O -4.331 -1.574 -1.132 0.04
O -0.746 -2.592 -1.960 0.07
O -2.310 -0.703 -2.764 0.02
P -1.328 0.068 -3.943 0.01
O -1.159 1.460 -3.133 0.00
O -2.076 0.176 -5.183 0.01
O -0.009 -0.616 -3.822 0.12
H -1.824 -2.897 -4.516 0.00
H -1.730 2.148 -3.483 0.00
C 4.407 0.697 1.442 0.00
C 4.451 2.180 1.652 0.00
C 5.641 2.777 2.054 0.00
C 5.725 4.133 2.298 0.00
C 4.604 4.930 2.143 0.00
C 3.412 4.363 1.735 0.00
C 3.334 2.999 1.472 0.00
N 2.081 2.459 1.084 0.01
C 1.851 1.614 0.046 0.02
N 2.786 1.594 -0.923 0.11
C 2.942 0.636 -1.927 0.21
C 2.231 -0.568 -1.924 0.55
C 2.529 -1.548 -2.865 0.07
C 3.467 -1.287 -3.851 0.08
C 4.133 -0.069 -3.880 0.10
C 3.906 0.898 -2.921 0.02
C 4.672 2.189 -2.899 0.00
N 0.736 0.935 -0.042 0.12
C -0.094 0.894 1.093 0.00
C 0.284 0.131 2.198 0.01
C -0.484 0.144 3.346 0.00
C -1.621 0.933 3.402 0.01
C -2.021 1.661 2.290 0.00
C -1.281 1.644 1.119 0.01
C -1.716 2.352 -0.123 0.00
H 5.062 0.210 2.160 0.00
H 4.752 0.435 0.442 0.00
H 3.403 0.299 1.567 0.00
H 6.510 2.151 2.182 0.00
H 6.660 4.564 2.619 0.00
H 4.664 5.990 2.332 0.00
H 2.535 4.979 1.608 0.00
H 1.297 2.653 1.691 0.00
H 3.499 2.311 -0.866 0.00
H 1.999 -2.496 -2.860 0.01
H 3.675 -2.025 -4.607 0.00
H 4.855 0.127 -4.656 0.00
H 5.343 2.248 -3.751 0.00
H 5.276 2.268 -1.994 0.00
H 4.000 3.047 -2.943 0.00
H 1.182 -0.465 2.139 0.00
H -0.186 -0.456 4.191 0.00
H -2.213 0.960 4.302 0.00
H -2.925 2.250 2.333 0.00
H -2.599 2.960 0.061 0.00
H -1.944 1.596 -0.886 0.00
H -0.916 2.986 -0.507 0.00
O -1.795 -0.964 -0.161 0.04
S -1.815 -2.169 0.738 0.03
C -2.968 -1.696 2.068 0.02
C -3.924 -0.715 1.887 0.01
C -4.737 -0.360 2.952 0.00
C -4.579 -0.974 4.183 0.00
C -3.631 -1.972 4.346 0.00
C -2.817 -2.335 3.287 0.00
C -2.938 -3.271 -0.090 0.23
C -3.555 -2.733 -1.329 0.06
C -4.407 -3.747 -2.003 0.22
C -4.602 -4.995 -1.504 0.00
C -3.971 -5.424 -0.322 0.30
C -3.119 -4.549 0.353 0.01
H -4.035 -0.227 0.934 0.00
H -5.491 0.401 2.827 0.00
H -5.189 -0.673 5.021 0.00
H -3.518 -2.454 5.303 0.00
H -2.048 -3.083 3.412 0.00
H -3.752 -0.798 -1.101 0.00
H -4.935 -3.397 -2.875 0.01
H -5.267 -5.677 -2.013 -0.01
H -4.141 -6.413 0.070 0.02
H -2.619 -4.866 1.258 0.00
```

* net charge: +1
* 2S+1: 5
* LUMO level (alpha / beta): -2.08 / -5.83 eV



The following is a quantum chemistry calculation of 2 unconnected molecules or ions with the total composition C34H34N4O6, from the OMol25 dataset.

```
78
Properties=species:S:1:pos:R:3:lowdin_charge:R:1
C 2.463 -4.431 -1.031 0.00
N 2.208 -3.062 -1.404 -0.04
C 3.215 -2.192 -1.712 -0.36
O 4.418 -2.437 -1.644 0.09
C 2.558 -0.864 -2.109 -0.15
C 2.803 -0.485 -3.574 -0.08
C 4.272 -0.307 -3.894 -0.24
C 4.892 -1.138 -4.833 -0.04
C 6.266 -1.034 -5.064 -0.07
C 7.012 -0.061 -4.386 -0.08
C 6.392 0.780 -3.453 -0.07
C 5.018 0.663 -3.217 -0.04
N 1.145 -1.113 -1.792 0.06
C 0.219 -0.144 -1.914 0.04
C -1.128 -0.350 -1.649 -0.06
C -2.107 0.633 -1.694 0.06
C -3.504 0.402 -1.469 -0.19
C -4.442 1.454 -1.644 0.01
C -5.796 1.263 -1.434 0.00
C -6.278 0.008 -1.029 -0.21
C -7.676 -0.205 -0.775 -0.16
N -8.809 -0.404 -0.552 0.17
C -5.377 -1.050 -0.860 -0.01
C -4.019 -0.867 -1.082 0.01
C 0.866 -2.498 -1.371 -0.46
C -0.027 -3.269 -2.359 0.01
C 0.292 -2.597 0.055 0.02
H 3.524 -4.651 -1.159 0.10
H 2.176 -4.604 0.011 0.10
H 1.873 -5.101 -1.664 0.09
H 2.967 -0.068 -1.457 0.17
H 2.367 -1.262 -4.222 0.13
H 2.256 0.452 -3.758 0.12
H 4.292 -1.888 -5.353 0.11
H 6.749 -1.713 -5.770 0.11
H 8.081 0.033 -4.575 0.10
H 6.972 1.526 -2.904 0.11
H 4.521 1.309 -2.489 0.12
H 0.591 0.833 -2.244 0.16
H -1.429 -1.361 -1.395 0.06
H -1.791 1.645 -1.945 0.14
H -4.068 2.436 -1.934 0.13
H -6.499 2.087 -1.571 0.13
H -5.764 -2.022 -0.548 0.13
H -3.346 -1.715 -0.941 0.11
H 0.452 -3.311 -3.347 0.10
H -0.171 -4.290 -1.983 0.09
H -1.010 -2.809 -2.475 0.07
H 0.992 -2.151 0.775 0.11
H -0.668 -2.084 0.149 0.08
H 0.137 -3.655 0.303 0.09
C 3.696 1.349 2.671 -0.09
C 2.328 1.472 3.287 -0.26
O 1.394 1.699 2.217 -0.05
C 0.132 1.839 2.723 -0.53
C -0.851 2.160 1.723 0.00
C -2.233 2.298 1.990 -0.42
O -3.060 2.374 1.054 -0.05
C -2.723 2.383 3.433 -0.12
C -2.181 3.269 4.380 -0.02
C -2.688 3.341 5.673 0.02
C -3.739 2.478 6.044 -0.17
N -4.165 2.420 7.402 -0.33
O -5.089 1.628 7.698 0.04
O -3.603 3.154 8.244 0.04
C -4.331 1.626 5.094 0.01
C -3.842 1.612 3.792 -0.01
O -0.033 1.689 3.937 0.02
H 4.441 1.199 3.452 0.07
H 3.754 0.497 1.988 0.06
H 3.965 2.256 2.121 0.07
H 2.050 0.555 3.825 0.12
H 2.296 2.318 3.988 0.13
H -0.516 2.162 0.692 0.08
H -1.350 3.919 4.106 0.12
H -2.260 4.015 6.411 0.12
H -5.155 0.985 5.396 0.11
H -4.316 0.974 3.045 0.11
```

* net charge: 0
* LUMO level: -2.94 eV



The following is a quantum chemistry calculation of a molecular structure, C34H35BCsN14O6S, from the OMol25 dataset.

```
92
Properties=species:S:1:pos:R:3:lowdin_spin:R:1
Cs 0.155 0.104 -1.130 0.03
C -2.429 2.867 1.997 0.00
C -2.715 2.260 0.761 0.00
N -1.903 2.689 -0.190 0.00
N -1.072 3.569 0.410 0.00
C -1.365 3.693 1.718 0.00
B 0.078 4.221 -0.368 0.00
N 1.407 3.464 -0.154 0.00
C 2.485 3.396 -0.966 0.00
C 3.481 2.725 -0.296 0.00
C 2.903 2.423 0.950 0.00
N 1.662 2.876 1.035 0.00
N -0.259 4.234 -1.867 0.00
C -1.088 5.072 -2.522 0.00
C -1.281 4.570 -3.790 0.00
C -0.519 3.388 -3.807 0.00
N 0.086 3.190 -2.648 0.00
N 0.288 5.663 0.180 0.00
C 1.396 6.155 0.772 0.00
C 1.125 7.445 1.177 0.00
C -0.206 7.650 0.773 0.00
N -0.703 6.577 0.179 0.00
H -2.902 2.702 2.950 0.00
H -3.471 1.525 0.525 0.00
H -0.784 4.345 2.349 0.00
H 2.445 3.781 -1.969 0.00
H 4.449 2.443 -0.674 0.00
H 3.335 1.894 1.788 0.00
H -1.479 5.943 -2.025 0.00
H -1.878 4.994 -4.580 0.00
H -0.362 2.684 -4.612 0.00
H 2.284 5.553 0.869 0.00
H 1.787 8.126 1.683 0.00
H -0.822 8.529 0.891 0.00
N 1.190 -2.247 0.711 0.00
C 1.662 -1.238 1.648 0.00
C 2.802 -1.652 2.611 0.00
C 2.939 -3.139 2.944 0.00
C 1.769 -3.734 3.731 0.00
N 1.406 -2.899 4.861 0.00
C 2.008 -3.024 5.974 0.00
N 3.076 -3.860 6.255 0.00
N 1.603 -2.278 7.075 0.00
C 0.418 -0.575 2.274 0.00
O 0.018 -0.928 3.510 0.00
O -0.234 0.218 1.647 0.00
H 1.198 -3.183 1.085 0.00
H 1.712 -2.224 -0.179 0.00
H 2.081 -0.429 1.046 0.00
H 2.738 -1.072 3.536 0.00
H 3.737 -1.351 2.136 0.00
H 3.858 -3.263 3.527 0.00
H 3.081 -3.711 2.024 0.00
H 1.997 -4.770 4.021 0.00
H 0.885 -3.803 3.094 0.00
H 0.592 -1.594 3.950 0.00
H 3.310 -4.521 5.532 0.00
H 3.062 -4.265 7.178 0.00
H 0.914 -1.586 6.817 0.00
H 2.367 -1.881 7.601 0.00
S -4.801 -2.532 0.392 0.06
C -3.676 -2.943 1.619 0.04
C -2.411 -2.516 1.333 0.08
C -2.418 -1.859 0.094 0.70
C -3.584 -1.751 -0.571 0.06
C -3.859 -1.097 -1.858 0.01
C -5.092 -1.208 -2.494 -0.01
C -5.275 -0.553 -3.701 0.00
C -4.232 0.185 -4.232 -0.01
C -3.037 0.231 -3.527 0.00
N -2.850 -0.392 -2.372 0.00
H -4.012 -3.475 2.496 0.01
H -1.546 -2.643 1.964 0.00
H -5.887 -1.801 -2.061 0.00
H -6.223 -0.625 -4.220 0.00
H -4.330 0.713 -5.170 0.00
H -2.192 0.799 -3.901 0.00
O -0.143 -6.604 -5.606 0.00
C 0.805 -5.798 -5.466 0.00
O 1.928 -5.804 -6.009 0.00
C 0.543 -4.640 -4.474 0.00
C -0.671 -4.543 -3.798 0.00
C -0.860 -3.515 -2.896 0.00
N 0.070 -2.602 -2.597 0.00
C 1.231 -2.679 -3.259 0.00
C 1.492 -3.664 -4.209 0.00
C 2.267 -1.615 -2.903 0.00
O 2.672 -0.890 -3.820 0.00
O 2.575 -1.538 -1.672 0.00
H -1.435 -5.284 -3.995 0.00
H -1.805 -3.414 -2.365 0.00
H 2.435 -3.686 -4.737 0.00
```

* net charge: -2
* 2S+1: 2
* LUMO level (alpha / beta): 3.05 / 3.02 eV



The following is a quantum chemistry calculation of a molecular structure, C34H35CsFN9O3S, from the OMol25 dataset.

```
84
Properties=species:S:1:pos:R:3:lowdin_charge:R:1
Cs 0.600 -0.487 0.260 1.23
N 1.800 2.489 4.330 0.02
C 1.603 2.249 2.981 -0.96
S 2.792 1.273 2.186 0.32
N 0.548 2.899 2.526 -0.04
N 0.130 2.613 1.258 0.03
C -0.493 3.578 0.683 -0.21
C -0.615 4.943 1.284 -0.20
C 0.521 5.706 1.540 -0.03
C 0.412 6.974 2.090 -0.09
C -0.839 7.497 2.400 -0.10
C -1.979 6.746 2.148 -0.09
C -1.862 5.479 1.588 -0.04
C -1.136 3.327 -0.646 -0.21
C -1.556 4.398 -1.437 -0.02
C -2.161 4.154 -2.658 -0.07
C -2.340 2.847 -3.075 -0.08
C -1.886 1.844 -2.233 -0.15
N -1.305 2.063 -1.057 0.09
H 2.384 1.808 4.784 0.04
H 0.980 2.802 4.826 0.07
H 1.495 5.284 1.322 0.12
H 1.307 7.553 2.289 0.10
H -0.924 8.483 2.839 0.09
H -2.958 7.145 2.387 0.10
H -2.752 4.892 1.388 0.12
H -1.401 5.413 -1.094 0.11
H -2.487 4.980 -3.277 0.10
H -2.812 2.604 -4.018 0.10
H -1.995 0.800 -2.514 0.11
F 6.886 1.959 -1.438 0.03
C 6.605 0.648 -1.176 -0.18
C 5.307 0.246 -1.263 0.09
C 4.967 -1.064 -0.962 -0.04
C 3.526 -1.403 -0.897 -0.34
O 2.701 -0.553 -1.207 -0.21
C 3.226 -2.720 -0.366 -0.04
C 4.252 -3.556 -0.116 0.04
N 5.590 -3.251 -0.227 0.00
C 6.585 -4.254 0.038 -0.27
C 6.374 -5.185 1.185 -0.08
C 7.435 -4.125 1.271 -0.11
C 5.964 -1.974 -0.607 -0.12
C 7.298 -1.547 -0.568 0.05
C 7.629 -0.219 -0.781 -0.15
N 8.976 0.182 -0.504 -0.08
C 9.442 -0.121 0.841 -0.14
C 9.051 0.961 1.831 -0.07
N 9.680 2.258 1.368 0.06
C 9.245 2.622 -0.038 -0.08
C 9.517 1.446 -0.971 -0.14
C 1.810 -3.179 -0.002 -0.79
O 1.733 -3.831 1.053 -0.02
O 0.899 -2.810 -0.782 -0.28
H 4.514 0.947 -1.500 0.15
H 4.040 -4.538 0.283 0.14
H 7.068 -4.664 -0.842 0.15
H 6.668 -6.216 1.049 0.11
H 5.489 -5.038 1.789 0.11
H 8.475 -4.418 1.199 0.10
H 7.228 -3.285 1.922 0.11
H 8.083 -2.248 -0.318 0.11
H 10.534 -0.230 0.832 0.13
H 9.030 -1.062 1.191 0.12
H 9.406 0.776 2.842 0.14
H 7.973 1.123 1.838 0.15
H 10.696 2.159 1.396 0.18
H 9.445 3.015 2.009 0.18
H 9.798 3.516 -0.318 0.14
H 8.186 2.846 0.034 0.13
H 10.604 1.328 -1.068 0.13
H 9.133 1.693 -1.956 0.14
C -4.338 0.022 0.172 -0.01
C -3.774 -1.359 0.143 -0.41
N -2.506 -1.660 0.017 0.06
C -2.425 -3.044 0.054 -0.13
C -3.666 -3.575 0.203 -0.10
N -4.523 -2.489 0.258 0.07
H -3.514 0.729 0.089 0.06
H -4.871 0.222 1.104 0.08
H -5.030 0.197 -0.656 0.08
H -1.467 -3.540 -0.036 0.09
H -4.017 -4.590 0.277 0.10
H -5.519 -2.525 0.382 0.15
```

* net charge: 0
* LUMO level: -1.47 eV



The following is a quantum chemistry calculation of a molecular structure, C34H35N12O8ReS, from the OMol25 dataset.

```
91
Properties=species:S:1:pos:R:3:lowdin_spin:R:1
Re -0.113 0.568 0.151 0.85
O 2.586 3.765 6.477 0.00
N 2.966 3.579 5.360 0.00
O 3.985 3.964 4.853 0.00
C 2.088 2.740 4.510 0.00
C 1.244 1.897 5.162 0.00
C 0.379 1.028 4.439 0.00
C -0.540 0.146 5.035 0.02
C -1.344 -0.623 4.222 0.00
C -1.257 -0.488 2.838 0.01
N -0.390 0.328 2.251 0.00
C 0.449 1.048 3.026 0.01
C 1.407 1.864 2.350 0.00
N 1.502 1.734 1.006 -0.01
C 2.244 2.597 0.339 0.00
C 2.927 3.642 0.962 0.00
C 2.930 3.731 2.337 0.00
C 2.186 2.794 3.079 0.00
H 1.213 1.916 6.245 0.00
H -0.611 0.075 6.110 0.00
H -2.064 -1.310 4.641 0.00
H -1.898 -1.073 2.195 0.00
H 2.311 2.464 -0.729 0.00
H 3.451 4.365 0.358 0.00
H 3.503 4.497 2.839 0.00
C -3.648 -1.656 0.189 0.00
C -3.511 -0.184 0.153 0.00
N -2.404 0.550 0.022 -0.01
C -2.816 1.871 0.022 0.00
C -4.180 1.922 0.145 0.00
N -4.583 0.621 0.230 0.00
C -5.228 3.015 0.244 0.00
O -4.853 4.243 0.086 0.00
O -6.346 2.637 0.471 0.00
C -1.832 2.977 -0.149 0.00
O -2.205 4.125 -0.296 0.03
O -0.615 2.571 -0.165 0.06
H -2.701 -2.166 0.334 0.00
H -4.102 -2.003 -0.740 0.00
H -4.322 -1.947 0.993 0.00
H -5.562 0.370 0.344 0.00
H -3.888 4.411 -0.086 0.00
C -1.295 1.222 -2.859 0.00
N -1.255 1.239 -4.289 0.01
C -0.100 1.987 -4.762 0.00
N 1.094 1.312 -4.266 0.00
C 1.095 1.305 -2.831 0.00
N -0.080 0.551 -2.278 0.01
C -0.053 -0.814 -2.910 0.00
N -0.027 -0.751 -4.343 0.00
C -1.235 -0.108 -4.839 0.00
C 1.151 -0.038 -4.808 0.00
H -2.188 0.684 -2.531 0.00
H -1.338 2.251 -2.491 0.00
H -0.135 3.009 -4.377 0.00
H -0.094 2.023 -5.852 0.00
H 1.026 2.340 -2.483 0.00
H 2.011 0.838 -2.459 0.00
H -0.959 -1.351 -2.621 0.00
H 0.823 -1.360 -2.550 0.00
H -2.116 -0.666 -4.512 0.00
H -1.230 -0.071 -5.929 0.00
H 1.170 -0.008 -5.898 0.00
H 2.054 -0.546 -4.462 0.00
O -2.463 -4.619 0.820 0.00
C -1.532 -5.666 0.725 0.00
N -0.962 -5.720 -0.607 0.00
C -0.148 -4.778 -1.101 0.00
O 0.149 -4.625 -2.265 0.00
C 0.436 -3.794 -0.109 0.00
C 1.519 -4.084 0.713 0.01
C 2.079 -3.042 1.437 0.00
C 1.581 -1.762 1.280 0.01
N 0.554 -1.466 0.465 0.00
C -0.013 -2.489 -0.185 0.01
H -3.317 -4.906 0.471 0.00
H -1.965 -6.643 0.954 0.00
H -0.748 -5.437 1.453 0.00
H -1.368 -6.354 -1.287 0.00
H 1.905 -5.089 0.777 0.00
H 2.918 -3.226 2.091 0.00
H 2.025 -0.947 1.829 0.00
H -0.866 -2.270 -0.810 0.00
S 5.424 -1.049 -1.562 0.00
C 5.472 -0.175 -0.094 0.00
C 4.212 0.166 0.302 0.00
N 3.215 -0.237 -0.529 0.00
C 3.712 -0.884 -1.542 0.00
H 6.403 0.049 0.390 0.00
H 3.990 0.708 1.203 0.00
H 3.114 -1.318 -2.319 0.00
```

* net charge: +3
* 2S+1: 2
* LUMO level (alpha / beta): -11.85 / -11.41 eV



The evaluated maximum force for the records listed, in turn: 2.47; 2.76; 1.03; 3.11; 2.70 eV/Å.